(a)
ORCA calculation (ωB97M-V/def2-TZVPD) on the molecule C8H8O4.

## Properties
structure (SMILES): COC(=O)c1cc(O)ccc1O
LUMO energy: 0.06 eV
E_HOMO: -0.31738 Eh
HOMO-LUMO gap: 8.7 eV

```
! wB97M-V def2-TZVPD RIJCOSX def2/J DEFGRID3
* xyz 0 1
C -0.906 -3.480 -0.351
C -0.982 -1.116 -0.453
C -0.198 0.179 -0.026
C -0.978 1.407 -0.013
C -0.200 2.578 0.217
C 1.243 2.496 0.403
C 1.833 1.259 0.592
C 1.158 0.094 0.324
H -1.419 -3.449 -1.415
H -0.320 -4.291 -0.372
H -1.791 -3.583 0.185
H -2.066 1.275 -0.140
H -0.176 4.408 0.233
H 1.844 3.461 0.410
H 2.873 1.361 0.798
H 1.451 -1.807 -0.273
O -0.299 -2.227 0.123
O -2.093 -1.287 -0.922
O -0.965 3.814 0.320
O 1.990 -1.093 0.360
*
```

Results of the natural (NBO) charge analysis, in e, for atoms 1 through 6: -0.269, 0.792, -0.202, -0.219, 0.263, -0.239

(b)
ORCA calculation (ωB97M-V/def2-TZVPD) on the molecule C8H8O4.

## Properties
structure (SMILES): COc1ccc(C(=O)O)cc1O
LUMO energy: 0.24 eV
E_HOMO: -0.33832 Eh
HOMO-LUMO gap: 9.5 eV

```
! wB97M-V def2-TZVPD RIJCOSX def2/J DEFGRID3
* xyz 0 1
C 1.472 2.806 0.863
C 0.104 1.074 0.299
C -0.767 0.479 1.107
C -1.096 -0.845 0.897
C -0.422 -1.635 -0.033
C 0.455 -1.055 -0.902
C 0.666 0.302 -0.790
C -1.018 -2.962 -0.671
H 1.494 3.939 1.113
H 2.137 2.704 0.012
H 1.995 2.157 1.611
H -1.449 0.877 1.884
H -2.139 -1.003 1.357
H 1.085 -1.792 -1.424
H 1.267 0.508 -2.660
H -2.461 -1.985 0.104
O 0.231 2.431 0.397
O 1.359 0.948 -1.721
O -2.406 -2.965 -0.338
O -0.510 -3.983 -1.104
*
```

Results of the natural (NBO) charge analysis, in e, for atoms 1 through 6: -0.267, 0.236, -0.213, -0.260, -0.134, -0.292

Relative energies in eV: (a) 0.000; (b) 0.588